Below is a 2-piece molecular cluster, CH3IS3 overall in a non-equilibrium geometry, with properties calculated with wB97M-V/def2-TZVPD.

Geometry as XYZ:
```
8
CH3IS3 (wB97M-V/def2-TZVPD)
C 0.01 -0.81 1.27
S -0.88 -0.34 -0.30
S 0.13 -0.94 -1.78
S 1.03 1.78 -2.68
I -0.65 2.82 -1.33
H 0.06 0.11 1.98
H 0.95 -1.16 0.96
H -0.64 -1.45 1.87
```

Largest force on an atom in Eh/bohr: 0.06991
LUMO level (spin up / spin down) in eV: -2.288 / -2.288
HOMO (spin up / spin down) in eV: -8.432 / -8.433
Energy above the lowest of the compared OMol25 structures with the same formula, charge and spin in kcal per mole: 38.6
Gap between HOMO and LUMO (spin up / spin down) in eV: 6.14 / 6.15
Net charge: 0
Total energy in eV: -41690.467

Here are the Löwdin charges for atoms 1 to 2, given in e: atom 1 (C): -0.381, atom 2 (S): 0.194

---

Below is C32H28N5O3OsSb as an isolated structure, with properties calculated with wB97M-V/def2-TZVPD.

Geometry as XYZ:
```
70
C32H28N5O3OsSb (wB97M-V/def2-TZVPD)
Os 0.71 0.34 -0.44
O -2.26 -4.25 -0.97
C -1.82 -3.99 -2.20
C -2.18 -4.89 -3.20
C -1.77 -4.69 -4.50
C -0.97 -3.58 -4.85
C -0.61 -2.69 -3.88
C -1.02 -2.87 -2.54
C -0.62 -1.90 -1.56
O 0.16 -0.90 -1.90
N -1.07 -1.95 -0.30
N -0.46 -1.07 0.46
C -1.27 -0.14 1.29
C -0.72 -0.06 2.73
C -1.58 0.18 3.80
C -1.18 0.11 5.12
C 0.12 -0.26 5.42
C 1.01 -0.47 4.38
C 0.62 -0.32 3.06
O 1.64 -0.47 2.10
H -1.96 -3.56 -0.35
H -2.79 -5.74 -2.93
H -2.06 -5.40 -5.26
H -0.66 -3.44 -5.88
H -0.01 -1.83 -4.13
H -3.17 0.48 1.87
H -2.62 0.40 3.62
H -1.89 0.30 5.91
H 0.44 -0.39 6.44
H 2.03 -0.79 4.58
C 2.90 0.07 -2.73
C 2.26 1.43 -2.78
C 2.55 2.30 -3.83
C 2.00 3.56 -3.83
C 1.21 3.96 -2.76
C 0.94 3.06 -1.74
N 1.45 1.80 -1.78
Sb -0.08 3.84 0.01
C -1.47 2.20 0.20
C -2.73 2.28 -0.29
C -3.49 1.10 -0.70
C -3.43 -0.09 -0.09
C -2.80 -0.34 1.25
C -3.25 -1.67 1.86
N -0.87 1.00 0.44
C 1.34 2.79 1.29
C 1.89 3.43 2.43
C 2.67 2.71 3.34
C 2.91 1.39 3.12
C 2.45 0.70 1.88
C 3.67 0.21 1.11
N 1.62 1.54 1.01
H 2.66 -0.51 -3.61
H 3.99 0.18 -2.69
H 2.60 -0.52 -1.86
H 3.20 1.96 -4.62
H 2.20 4.24 -4.65
H 0.80 4.96 -2.72
H -3.14 3.26 -0.53
H -4.12 1.22 -1.57
H -3.99 -0.91 -0.52
H -4.22 -1.56 2.34
H -3.35 -2.44 1.09
H -2.55 -2.04 2.62
H 1.66 4.48 2.61
H 3.06 3.20 4.22
H 3.51 0.81 3.80
H 4.25 1.05 0.74
H 4.30 -0.40 1.76
H 3.36 -0.42 0.27
```

Largest force on an atom in Eh/bohr: 0.00386
LUMO level (spin up / spin down) in eV: -6.032 / -7.901
HOMO (spin up / spin down) in eV: -13.285 / -13.363
Expectation value of S²: 6.0659
2S+1: 5
Gap between HOMO and LUMO (spin up / spin down) in eV: 7.25 / 5.46
Net charge: +2
Total energy in eV: -56217.314

Here are the Löwdin charges for atoms 1 to 2, given in e: atom 1 (Os): 1.592, atom 2 (O): 0.102

---

Below is a single C9H7N2P molecule in a non-equilibrium geometry, with properties calculated with wB97M-V/def2-TZVPD.

Geometry as XYZ:
```
19
C9H7N2P (wB97M-V/def2-TZVPD)
N 2.20 -2.49 1.03
C 1.54 -1.65 1.43
C 0.52 -0.78 1.92
C 0.38 -1.17 3.41
N 0.34 -1.37 4.54
P -1.14 -1.16 1.07
C -0.63 -0.18 -0.41
C -1.01 1.12 -0.38
C -0.62 2.03 -1.35
C -0.05 1.50 -2.51
C 0.38 0.15 -2.52
C 0.17 -0.66 -1.43
H 0.74 0.31 2.11
H -1.82 -0.16 1.80
H -1.65 1.51 0.55
H -0.87 2.96 -1.23
H 0.16 2.15 -3.45
H 0.89 -0.42 -3.31
H 0.48 -1.70 -1.26
```

Largest force on an atom in Eh/bohr: 0.11803
LUMO level in eV: 0.283
HOMO in eV: -9.754
Energy above the lowest of the compared OMol25 structures with the same formula, charge and spin in kcal per mole: 25.3
Gap between HOMO and LUMO in eV: 10.04
Net charge: 0
Total energy in eV: -21712.730
SMILES: N#CC(C#N)Pc1ccccc1

Here are the Löwdin charges for atoms 1 to 2, given in e: atom 1 (N): 0.191, atom 2 (C): -0.306

---

Which value of total energy does entry 1 give?
-41690.467 eV